Entry 1:
Density functional theory data (ωB97M-V/def2-TZVPD) for the molecule C3H7N3O2 at a distorted geometry.

**Energy**: -433.10934 Ha
**LUMO**: 0.21 eV
**Kohn-Sham gap**: 9.858 eV
**SMILES string**: [H]/N=C/[C@H](CN)[N+](=O)[O-]

```
15
Properties=species:S:1:pos:R:3:forces:R:3:mulliken_charge:R:1
H 1.572 2.584 0.278 0.4 1.6 -1.2 0.2472
N 0.956 1.923 0.650 -0.3 -2.0 1.2 -0.5430
C 0.159 1.288 -0.075 -1.4 1.2 -2.1 -0.1435
C -0.509 0.058 0.475 0.8 0.6 0.2 0.0577
C 0.135 -1.064 -0.301 0.9 -1.2 -3.2 -0.6025
N 1.646 -1.135 -0.215 -1.7 0.1 -0.3 -0.5319
N -1.942 0.021 0.142 0.0 0.2 -0.1 0.9040
O -2.773 -0.313 0.955 0.2 0.0 0.1 -0.5793
O -2.149 0.331 -1.007 -1.1 0.1 -0.7 -0.5451
H -0.250 1.485 -1.145 1.4 0.1 1.4 0.3102
H -0.383 0.185 1.521 0.0 -0.9 1.2 0.3133
H -0.391 -2.037 -0.249 0.5 0.3 0.9 0.3634
H -0.154 -0.818 -1.427 0.8 -0.2 2.1 0.2674
H 2.013 -0.474 0.438 0.1 0.4 0.4 0.2526
H 2.070 -2.035 -0.041 -0.6 -0.1 0.1 0.2294
```
Forces are in eV/Å.



Entry 2:
Density functional theory data (ωB97M-V/def2-TZVPD) for the molecule C3H7N3O2 at a distorted geometry.

**Energy**: -433.08907 Ha
**LUMO**: 0.81 eV
**Kohn-Sham gap**: 9.556 eV
**SMILES string**: C=C=NC(N)(N)OO

```
15
Properties=species:S:1:pos:R:3:forces:R:3:mulliken_charge:R:1
C 1.981 -1.143 1.314 0.5 -0.1 0.1 -1.1565
C 0.804 -0.610 1.162 1.8 -1.4 1.1 0.9063
N -0.332 -0.225 1.153 -0.4 2.2 -0.3 -0.5441
C -0.831 0.124 -0.146 -0.4 -0.3 -1.3 1.0111
N -1.764 -0.815 -0.600 0.9 -0.5 -0.9 -0.6011
N -1.471 1.368 -0.162 0.7 0.8 0.2 -0.7802
O 0.413 0.136 -1.179 -1.7 0.1 0.8 -0.3701
O 1.099 1.424 -1.025 -0.2 -0.9 0.0 -0.3675
H 2.862 -0.652 0.923 0.0 0.2 0.5 0.2232
H 2.085 -2.076 1.852 -0.1 -0.2 -0.5 0.2568
H -2.707 -0.496 -0.416 0.2 -0.6 0.1 0.2542
H -1.470 -1.738 -0.310 -0.9 0.0 -0.1 0.2520
H -0.742 2.067 -0.059 -0.3 0.3 0.1 0.3523
H -1.872 1.481 -1.086 0.1 0.1 0.0 0.2513
H 1.943 1.155 -1.423 -0.2 0.2 0.2 0.3123
```
Forces are in eV/Å.



Entry 3:
Density functional theory data (ωB97M-V/def2-TZVPD) for a cluster of 2 separate species, C3H7N3O2 in total at a distorted geometry.

**Energy**: -432.90973 Ha
**LUMO**: -0.60 eV
**Kohn-Sham gap**: 7.802 eV

```
15
Properties=species:S:1:pos:R:3:forces:R:3:mulliken_charge:R:1
C -0.501 1.942 -0.095 1.6 1.6 2.2 -0.5489
C -0.668 -0.208 0.030 -6.0 1.8 0.3 0.8197
C 2.532 -0.811 -0.252 -5.9 -0.6 2.8 -0.2435
H -0.190 1.836 1.134 -0.5 1.9 -3.1 0.1807
H -0.786 3.060 -0.517 0.2 -3.2 1.4 0.2578
H 0.543 1.567 -0.574 -2.8 2.1 0.4 0.1482
H -0.611 -2.101 -0.159 1.2 -2.8 -1.0 0.3192
H -2.927 -0.608 0.663 0.9 -3.3 -4.1 0.4093
H 2.668 0.335 -0.200 0.0 -2.2 -0.4 0.2270
H 3.334 -1.511 -0.233 0.4 -0.5 -0.5 0.3242
N -1.484 0.815 -0.081 2.6 -0.2 -1.3 -0.6165
N -1.228 -1.459 0.186 0.9 1.5 0.8 -0.1580
N 1.236 -1.290 0.111 7.7 4.2 -1.9 -0.4088
O -2.505 -1.586 -0.278 -2.2 4.0 4.0 -0.4922
O 0.588 0.020 0.265 1.8 -4.3 0.4 -0.2182
```
Forces are in eV/Å.



Entry 4:
Density functional theory data (ωB97M-V/def2-TZVPD) for a cluster of 2 separate species, C3H7N3O2 in total at a distorted geometry.

**Energy**: -432.99784 Ha
**LUMO**: -0.37 eV
**Kohn-Sham gap**: 8.545 eV

```
15
Properties=species:S:1:pos:R:3:forces:R:3:mulliken_charge:R:1
C -2.551 0.355 -0.103 0.3 -0.2 1.6 -0.5044
C -0.220 0.217 -0.226 2.0 -1.5 -1.3 0.5261
C 2.210 0.632 -0.401 -0.5 2.3 4.6 0.2036
H -2.182 0.716 0.978 -1.8 -1.1 -2.2 0.2537
H -2.683 -0.836 -0.128 0.8 2.8 -0.1 0.2295
H -3.617 0.786 -0.438 3.1 -0.2 0.2 0.2414
H 1.177 0.001 -2.266 -1.1 1.9 5.0 0.3389
H 3.197 0.449 -1.270 -2.7 0.8 3.4 0.2149
H 0.786 -1.881 1.905 -1.1 0.2 -2.0 0.3047
H 1.521 -0.583 1.295 -1.1 -2.6 -1.6 0.3072
N 1.023 0.503 -0.929 0.5 -2.5 -6.6 -0.1267
N -0.271 -0.760 0.581 -2.2 0.5 0.2 -0.0877
N 0.847 -1.485 0.910 3.4 3.1 3.4 -0.7969
O -1.234 0.844 -0.848 -2.9 -1.4 1.4 -0.4143
O 1.997 1.043 0.940 3.3 -2.1 -5.9 -0.6899
```
Forces are in eV/Å.



Entry 5:
Density functional theory data (ωB97M-V/def2-TZVPD) for the molecule C3H7N3O2S at a distorted geometry.

**Energy**: -831.25047 Ha
**LUMO**: -0.66 eV
**Kohn-Sham gap**: 8.693 eV

```
16
Properties=species:S:1:pos:R:3:forces:R:3:mulliken_charge:R:1
C 2.080 0.791 0.241 0.1 -0.2 -0.1 -0.5176
C 1.875 -0.315 -0.810 0.4 0.6 -0.3 -0.3874
C 0.729 0.982 0.918 -0.2 -0.1 0.0 -0.5502
N 0.926 -1.243 -0.274 -0.3 -0.9 0.3 -0.2617
N -3.960 -0.268 -0.580 0.7 1.4 -0.1 -0.8592
N -2.875 -0.734 -0.148 -0.4 -0.8 0.1 1.3667
O -2.666 -1.905 0.161 0.2 -1.0 0.3 -0.6816
O -1.841 0.092 -0.002 0.4 1.1 -0.2 -0.6691
S -0.018 -0.686 0.768 -1.0 -0.2 0.0 0.4212
H 2.813 0.443 0.974 0.0 0.1 -0.1 0.2794
H 2.447 1.710 -0.210 0.0 0.1 0.0 0.3189
H 1.491 0.088 -1.752 0.0 0.0 0.0 0.2666
H 2.798 -0.858 -1.029 -0.1 0.1 0.0 0.3120
H 0.795 1.232 1.974 -0.1 0.0 0.0 0.4225
H 0.065 1.675 0.410 -0.1 0.1 0.0 0.3046
H -4.658 -1.004 -0.642 0.5 -0.4 0.2 0.2350
```
Forces are in eV/Å.



Entry 6:
Density functional theory data (ωB97M-V/def2-TZVPD) for a cluster of 2 separate species, C3H7N3O4 in total at a distorted geometry.

**Energy**: -583.39644 Ha
**LUMO**: -0.18 eV
**Kohn-Sham gap**: 9.664 eV
**SMILES string**: O=[N+]([O-])/N=[N+](\[O-])O.C=CC

```
17
Properties=species:S:1:pos:R:3:forces:R:3:mulliken_charge:R:1
O -3.838 1.342 -1.351 -0.7 0.6 -1.4 -0.5330
N -3.222 1.073 -0.398 1.1 -2.3 4.0 0.9802
O -3.026 1.675 0.646 -0.4 0.2 -1.1 -0.4866
N -2.449 -0.208 -0.444 0.7 2.2 -4.0 -0.5758
N -2.671 -1.156 0.307 0.4 2.1 -0.6 1.2737
O -3.507 -1.250 1.102 -3.3 -1.1 3.2 -0.6654
O -1.807 -2.128 0.182 -0.4 -3.1 0.8 -0.4596
H -0.962 -1.807 -0.132 1.2 1.1 -0.8 0.3532
C 0.380 -0.801 -1.015 -0.1 0.0 -0.9 -0.9321
C -0.065 0.328 -0.401 2.4 -0.1 1.0 0.1360
C 0.206 0.779 1.069 1.6 -1.2 -0.3 -1.0155
H -0.121 -0.946 -2.019 1.2 0.0 0.9 0.3120
H 1.153 -1.601 -0.708 -1.6 1.5 0.1 0.4143
H -0.487 1.136 -1.042 -0.2 -1.0 0.7 0.2756
H 0.983 0.245 1.732 -1.2 -0.1 -1.5 0.3035
H -0.692 0.842 1.657 -0.6 0.1 0.0 0.2637
H 0.659 1.745 1.029 -0.1 1.1 -0.1 0.3559
```
Forces are in eV/Å.



| no. | HOMO energy (eV) |
| --- | --- |
| 1 | -9.65 |
| 2 | -8.75 |
| 3 | -8.40 |
| 4 | -8.91 |
| 5 | -9.35 |
| 6 | -9.84 |